Entry from OMol25: a structure of composition C20H10N5PtS2 (ωB97M-V/def2-TZVPD).

The geometry in XYZ format:
```
38
Properties=species:S:1:pos:R:3:mulliken_charge:R:1
Pt -1.866 0.029 -1.746 0.766
N 6.146 -1.407 4.621 -0.447
C 5.260 -1.260 3.906 -0.169
C 4.149 -1.076 3.010 0.556
C 4.005 -1.913 1.907 -0.822
C 2.943 -1.726 1.040 -0.338
C 2.012 -0.718 1.282 -0.145
C 2.155 0.109 2.395 -0.300
C 3.226 -0.061 3.252 -0.816
C 0.877 -0.521 0.352 0.581
C 1.138 -0.206 -0.969 0.639
C 2.383 0.002 -1.610 -0.277
C 2.128 0.319 -2.927 -1.155
C 0.737 0.318 -3.075 -0.226
N 0.141 0.003 -1.917 -0.166
C -0.429 -0.658 0.855 0.518
C -0.823 -1.017 2.147 -0.192
C -2.217 -1.041 2.190 -1.205
C -2.663 -0.699 0.929 -0.305
N -1.596 -0.498 0.109 -0.548
H 4.721 -2.704 1.735 0.472
H 2.823 -2.379 0.185 0.564
H 1.439 0.901 2.577 0.564
H 3.353 0.586 4.109 0.472
H 3.346 -0.072 -1.131 0.578
H 2.843 0.536 -3.702 0.452
H 0.158 0.541 -3.959 0.420
H -0.146 -1.257 2.950 0.588
H -2.842 -1.293 3.030 0.453
H -3.671 -0.605 0.560 0.482
S -3.957 -0.115 -2.583 -0.096
C -4.121 1.623 -2.525 0.404
S -2.561 2.155 -1.988 -0.166
C -5.194 2.371 -2.835 0.817
C -6.426 1.750 -3.214 -0.175
N -7.418 1.249 -3.501 -0.301
C -5.092 3.798 -2.777 -0.182
N -4.961 4.935 -2.683 -0.296
```

highest occupied orbital energy = -12.204 eV
total charge = +1
LUMO level = -6.813 eV
frontier orbital gap = 5.39 eV